A 14-piece molecular cluster, C48H104N8O14 overall at a distorted geometry, computed with the ωB97M-V functional and the def2-TZVPD basis.

Bonds (Å) are listed after each position.
Positions of all 174 atoms, in Å:
1 C -5.220 2.328 3.927  O2 1.218, N3 1.356, H6 1.102
2 O -4.576 1.810 4.823  C1 1.218
3 N -4.920 2.152 2.616  C1 1.356, C4 1.466, C5 1.439
4 C -5.810 2.729 1.603  N3 1.466, H7 1.090, H8 1.094, H9 1.087
5 C -3.734 1.498 2.131  N3 1.439, H10 1.087, H11 1.089, H12 1.094
6 H -6.087 2.998 4.034  C1 1.102
7 H -5.849 2.033 0.765  C4 1.090
8 H -5.402 3.688 1.271  C4 1.094
9 H -6.815 2.881 1.987  C4 1.087
10 H -3.210 0.933 2.898  C5 1.087
11 H -3.941 0.896 1.248  C5 1.089
12 H -2.960 2.188 1.782  C5 1.094
13 C 0.028 0.407 -5.967  O14 1.215, N15 1.353, H18 1.098
14 O -0.252 -0.316 -6.903  C13 1.215
15 N -0.611 0.337 -4.776  C13 1.353, C16 1.448, C17 1.455
16 C -1.792 -0.472 -4.556  N15 1.448, H19 1.093, H20 1.092, H21 1.090
17 C -0.209 1.198 -3.674  N15 1.455, H22 1.093, H23 1.096, H24 1.088
18 H 0.841 1.142 -6.030  C13 1.098
19 H -2.706 0.084 -4.331  C16 1.093
20 H -1.617 -1.161 -3.727  C16 1.092
21 H -1.951 -1.002 -5.496  C16 1.090
22 H 0.820 1.508 -3.872  C17 1.093
23 H -0.752 2.149 -3.639  C17 1.096
24 H -0.327 0.706 -2.711  C17 1.088
25 C 3.507 5.995 0.945  O26 1.212, N27 1.349, H30 1.098
26 O 4.417 5.226 0.729  C25 1.212
27 N 2.387 6.095 0.199  C25 1.349, C28 1.439, C29 1.468
28 C 2.128 5.216 -0.911  N27 1.439, H31 1.087, H32 1.094, H33 1.094
29 C 1.252 6.897 0.671  N27 1.468, H34 1.088, H35 1.094, H36 1.087
30 H 3.524 6.703 1.785  C25 1.098
31 H 1.457 4.385 -0.707  C28 1.087
32 H 3.111 4.881 -1.253  C28 1.094
33 H 1.780 5.797 -1.770  C28 1.094
34 H 1.597 7.699 1.320  C29 1.088
35 H 0.915 7.393 -0.244  C29 1.094
36 H 0.459 6.278 1.083  C29 1.087
37 C 5.212 1.064 3.082  O38 1.210, N39 1.357, H42 1.097
38 O 6.197 1.534 2.561  C37 1.210
39 N 3.961 1.224 2.581  C37 1.357, C40 1.441, C41 1.441
40 C 3.755 1.883 1.317  N39 1.441, H43 1.095, H44 1.091, H45 1.090
41 C 2.843 0.525 3.164  N39 1.441, H46 1.095, H47 1.092, H48 1.097
42 H 5.206 0.437 3.983  C37 1.097
43 H 3.633 1.190 0.477  C40 1.095
44 H 4.655 2.434 1.044  C40 1.091
45 H 2.942 2.605 1.396  C40 1.090
46 H 3.199 -0.068 4.014  C41 1.095
47 H 2.002 1.094 3.562  C41 1.092
48 H 2.467 -0.254 2.488  C41 1.097
49 C -4.259 -1.883 4.763  O50 1.221, N51 1.341, H54 1.099
50 O -3.208 -2.465 4.982  C49 1.221
51 N -4.763 -1.803 3.523  C49 1.341, C52 1.450, C53 1.450
52 C -6.077 -1.241 3.280  N51 1.450, H55 1.095, H56 1.089, H57 1.091
53 C -4.025 -2.395 2.424  N51 1.450, H58 1.089, H59 1.086, H60 1.093
54 H -4.880 -1.401 5.531  C49 1.099
55 H -6.861 -1.993 3.413  C52 1.095
56 H -6.163 -0.827 2.277  C52 1.089
57 H -6.350 -0.444 3.973  C52 1.091
58 H -3.577 -3.358 2.664  C53 1.089
59 H -4.698 -2.514 1.579  C53 1.086
60 H -3.203 -1.754 2.096  C53 1.093
61 C -1.564 4.038 -1.936  O62 1.223, N63 1.339, H66 1.100
62 O -0.835 3.996 -0.954  C61 1.223
63 N -2.562 3.177 -2.171  C61 1.339, C64 1.453, C65 1.453
64 C -3.289 3.253 -3.427  N63 1.453, H67 1.089, H68 1.092, H69 1.092
65 C -3.053 2.274 -1.144  N63 1.453, H70 1.094, H71 1.090, H72 1.082
66 H -1.401 4.747 -2.761  C61 1.100
67 H -3.851 4.178 -3.546  C64 1.089
68 H -4.022 2.450 -3.528  C64 1.092
69 H -2.633 3.020 -4.268  C64 1.092
70 H -4.113 2.451 -0.941  C65 1.094
71 H -2.988 1.219 -1.410  C65 1.090
72 H -2.547 2.438 -0.201  C65 1.082
73 C -0.394 2.893 4.549  O74 1.213, N75 1.354, H78 1.103
74 O 0.300 2.471 5.449  C73 1.213
75 N 0.040 3.682 3.537  C73 1.354, C76 1.457, C77 1.443
76 C -0.850 4.161 2.487  N75 1.457, H79 1.086, H80 1.091, H81 1.092
77 C 1.383 4.212 3.553  N75 1.443, H82 1.094, H83 1.096, H84 1.087
78 H -1.420 2.527 4.381  C73 1.103
79 H -1.839 3.742 2.654  C76 1.086
80 H -0.507 3.885 1.489  C76 1.091
81 H -0.896 5.251 2.532  C76 1.092
82 H 1.805 4.242 2.545  C77 1.094
83 H 1.448 5.243 3.919  C77 1.096
84 H 2.053 3.635 4.186  C77 1.087
85 C -1.027 -0.680 -0.084  O86 1.216, N87 1.347, H90 1.097
86 O -2.032 -0.349 0.515  C85 1.216
87 N 0.142 -0.018 0.015  C85 1.347, C88 1.450, C89 1.449
88 C 1.340 -0.435 -0.686  N87 1.450, H91 1.087, H92 1.096, H93 1.091
89 C 0.243 1.272 0.670  N87 1.449, H94 1.091, H95 1.092, H96 1.089
90 H -0.973 -1.585 -0.702  C85 1.097
91 H 1.463 0.159 -1.588  C88 1.087
92 H 1.365 -1.515 -0.874  C88 1.096
93 H 2.211 -0.436 -0.029  C88 1.091
94 H 0.868 1.235 1.563  C89 1.091
95 H 0.635 2.010 -0.033  C89 1.092
96 H -0.740 1.614 0.987  C89 1.089
97 C 4.932 -3.121 1.239  C98 1.525, C101 1.549, H102 1.090, H103 1.088
98 C 3.681 -3.498 2.026  C97 1.525, C99 1.536, H104 1.091, H105 1.090
99 C 2.581 -3.778 0.991  C98 1.536, O100 1.437, H106 1.096, H107 1.089
100 O 3.134 -3.332 -0.258  C99 1.437, C101 1.404
101 C 4.240 -2.506 -0.002  C97 1.549, O100 1.404, H108 1.103, H109 1.089
102 H 5.555 -3.891 0.784  C97 1.090
103 H 5.515 -2.324 1.697  C97 1.088
104 H 3.479 -2.612 2.629  C98 1.091
105 H 3.892 -4.353 2.668  C98 1.090
106 H 1.693 -3.176 1.209  C99 1.096
107 H 2.240 -4.811 0.943  C99 1.089
108 H 3.973 -1.473 0.277  C101 1.103
109 H 4.817 -2.427 -0.923  C101 1.089
110 C -1.233 -6.286 -0.449  C111 1.518, C114 1.559, H115 1.087, H116 1.088
111 C -0.860 -5.599 -1.750  C110 1.518, C112 1.547, H117 1.089, H118 1.091
112 C -0.294 -4.218 -1.342  C111 1.547, O113 1.415, H119 1.093, H120 1.100
113 O -0.965 -3.920 -0.133  C112 1.415, C114 1.407
114 C -1.148 -5.119 0.582  C110 1.559, O113 1.407, H121 1.092, H122 1.098
115 H -0.522 -7.052 -0.151  C110 1.087
116 H -2.245 -6.687 -0.439  C110 1.088
117 H -1.736 -5.461 -2.384  C111 1.089
118 H -0.096 -6.140 -2.311  C111 1.091
119 H -0.400 -3.473 -2.135  C112 1.093
120 H 0.787 -4.208 -1.139  C112 1.100
121 H -2.042 -4.970 1.191  C114 1.092
122 H -0.376 -5.407 1.307  C114 1.098
123 C -0.674 -0.570 3.787  C124 1.529, C127 1.545, H128 1.087, H129 1.091
124 C 0.083 -1.707 3.100  C123 1.529, C125 1.550, H130 1.095, H131 1.090
125 C 1.131 -2.201 4.129  C124 1.550, O126 1.418, H132 1.084, H133 1.098
126 O 1.161 -1.192 5.125  C125 1.418, C127 1.427
127 C -0.156 -0.657 5.240  C123 1.545, O126 1.427, H134 1.086, H135 1.096
128 H -1.753 -0.695 3.760  C123 1.087
129 H -0.351 0.375 3.349  C123 1.091
130 H 0.648 -1.297 2.257  C124 1.095
131 H -0.557 -2.529 2.779  C124 1.090
132 H 2.119 -2.374 3.719  C125 1.084
133 H 0.662 -3.081 4.589  C125 1.098
134 H -0.174 0.273 5.801  C127 1.086
135 H -0.758 -1.402 5.774  C127 1.096
136 C 5.818 1.842 -2.527  C137 1.505, C140 1.507, H141 1.093, H142 1.094
137 C 4.904 3.011 -2.782  C136 1.505, C138 1.537, H143 1.092, H144 1.094
138 C 3.518 2.445 -2.437  C137 1.537, O139 1.422, H145 1.095, H146 1.091
139 O 3.644 1.034 -2.562  C138 1.422, C140 1.429
140 C 4.980 0.640 -2.880  C136 1.507, O139 1.429, H147 1.097, H148 1.089
141 H 6.200 1.785 -1.505  C136 1.093
142 H 6.722 1.911 -3.139  C136 1.094
143 H 4.993 3.422 -3.790  C137 1.092
144 H 5.157 3.872 -2.156  C137 1.094
145 H 2.823 2.752 -3.225  C138 1.095
146 H 3.209 2.742 -1.433  C138 1.091
147 H 5.062 0.452 -3.957  C140 1.097
148 H 5.307 -0.259 -2.359  C140 1.089
149 C 3.622 -2.409 -3.832  C150 1.520, C153 1.511, H154 1.088, H155 1.096
150 C 2.219 -1.866 -4.053  C149 1.520, C151 1.532, H156 1.090, H157 1.090
151 C 1.568 -2.948 -4.919  C150 1.532, O152 1.442, H158 1.089, H159 1.098
152 O 2.561 -3.974 -5.124  C151 1.442, C153 1.434
153 C 3.493 -3.900 -4.037  C149 1.511, O152 1.434, H160 1.087, H161 1.101
154 H 4.054 -1.989 -2.926  C149 1.088
155 H 4.266 -2.074 -4.652  C149 1.096
156 H 2.308 -0.909 -4.569  C150 1.090
157 H 1.727 -1.720 -3.091  C150 1.090
158 H 1.294 -2.642 -5.928  C151 1.089
159 H 0.756 -3.475 -4.402  C151 1.098
160 H 4.416 -4.437 -4.240  C153 1.087
161 H 2.961 -4.423 -3.226  C153 1.101
162 C -4.702 -3.095 -1.097  C163 1.530, C166 1.532, H167 1.089, H168 1.089
163 C -4.612 -4.245 -2.102  C162 1.530, C164 1.531, H169 1.089, H170 1.094
164 C -4.026 -3.601 -3.361  C163 1.531, O165 1.425, H171 1.089, H172 1.098
165 O -4.490 -2.258 -3.244  C164 1.425, C166 1.413
166 C -4.258 -1.871 -1.904  C162 1.532, O165 1.413, H173 1.091, H174 1.097
167 H -4.020 -3.254 -0.263  C162 1.089
168 H -5.731 -3.031 -0.745  C162 1.089
169 H -5.577 -4.671 -2.374  C163 1.089
170 H -3.973 -5.063 -1.758  C163 1.094
171 H -4.416 -3.996 -4.297  C164 1.089
172 H -2.931 -3.658 -3.431  C164 1.098
173 H -4.857 -0.983 -1.694  C166 1.091
174 H -3.220 -1.589 -1.690  C166 1.097

Total energy in Ha: -3382.61934
Energy above the lowest of the compared OMol25 structures with the same formula, charge and spin in kcal per mole: 0.0
2S+1: 1
Maximum force in eV Å⁻¹: 2.355
Frontier orbital gap in eV: 9.050